{
  "formula": "C44H43CrN2OP2Si",
  "method": "ωB97M-V/def2-TZVPD",
  "homo_energy_ev": [-10.12, -10.03],
  "lumo_ev": [-1.8, -2.1],
  "total_charge": 1,
  "molar_mass_g_mol": 757.87,
  "spin_multiplicity": 5,
  "s_squared": 6.063,
  "gap_ev": [8.30, 7.98],
  "symbols": ["Cr", "C", "Si", "C", "C", "C", "C", "C", "C", "P", "C", "C", "C", "C", "C", "C", "C", "C", "C", "C", "C", "C", "C", "C", "C", "C", "C", "C", "P", "C", "C", "C", "C", "C", "C", "C", "C", "C", "C", "C", "C", "H", "H", "H", "H", "H", "H", "H", "H", "H", "H", "H", "H", "H", "H", "H", "H", "H", "H", "H", "H", "H", "H", "H", "H", "H", "H", "H", "H", "H", "H", "H", "C", "C", "C", "O", "C", "H", "H", "H", "H", "H", "H", "H", "H", "N", "C", "C", "C", "N", "H", "H", "H", "H"],
  "xyz": [[-0.477, -0.116, -1.235], [-0.709, 3.716, -1.966], [-0.437, 2.234, -0.757], [-1.768, 2.349, 0.638], [-2.635, 3.432, 0.737], [-3.760, 3.397, 1.542], [-4.055, 2.248, 2.259], [-3.187, 1.170, 2.221], [-2.044, 1.221, 1.430], [-0.748, -0.084, 1.557], [-1.636, -1.679, 1.750], [-1.144, -2.706, 2.558], [-1.727, -3.962, 2.533], [-2.784, -4.226, 1.677], [-3.252, -3.226, 0.839], [-2.680, -1.967, 0.873], [-0.285, 0.312, 3.293], [-1.024, -0.107, 4.396], [-0.628, 0.256, 5.671], [0.507, 1.028, 5.857], [1.236, 1.463, 4.762], [0.837, 1.112, 3.485], [1.258, 2.621, 0.075], [1.574, 3.805, 0.730], [2.863, 4.062, 1.163], [3.863, 3.125, 0.959], [3.563, 1.914, 0.365], [2.265, 1.663, -0.071], [1.833, 0.119, -0.945], [2.758, 0.361, -2.496], [4.146, 0.270, -2.550], [4.809, 0.479, -3.745], [4.094, 0.781, -4.893], [2.714, 0.901, -4.839], [2.047, 0.692, -3.645], [2.830, -1.170, -0.127], [3.077, -1.130, 1.242], [3.774, -2.158, 1.855], [4.200, -3.248, 1.113], [3.916, -3.317, -0.243], [3.229, -2.289, -0.860], [-0.620, 4.679, -1.475], [-1.696, 3.676, -2.416], [0.012, 3.703, -2.778], [-2.425, 4.328, 0.172], [-4.409, 4.259, 1.609], [-4.948, 2.202, 2.863], [-3.412, 0.285, 2.802], [-0.297, -2.520, 3.205], [-1.348, -4.744, 3.175], [-3.230, -5.208, 1.655], [-4.059, -3.438, 0.153], [-3.038, -1.186, 0.214], [-1.904, -0.721, 4.264], [-1.206, -0.075, 6.523], [0.825, 1.288, 6.856], [2.122, 2.064, 4.902], [1.393, 1.465, 2.626], [0.801, 4.539, 0.897], [3.096, 4.999, 1.642], [4.878, 3.336, 1.258], [4.339, 1.170, 0.244], [4.710, 0.021, -1.662], [5.887, 0.408, -3.780], [4.615, 0.922, -5.828], [2.166, 1.161, -5.732], [0.962, 0.779, -3.587], [2.741, -0.284, 1.824], [3.997, -2.101, 2.910], [4.761, -4.040, 1.588], [4.245, -4.169, -0.819], [3.008, -2.339, -1.918], [-4.276, 1.266, -2.917], [-3.497, 0.544, -4.027], [-2.895, -0.644, -3.282], [-2.580, -0.131, -1.987], [-3.717, 0.659, -1.618], [-5.343, 1.070, -2.999], [-4.113, 2.340, -2.956], [-2.701, 1.174, -4.425], [-4.139, 0.227, -4.845], [-1.980, -1.030, -3.735], [-3.639, -1.446, -3.180], [-3.392, 1.410, -0.898], [-4.470, 0.008, -1.153], [0.203, -2.956, -0.304], [0.151, -4.290, -0.454], [-0.401, -4.530, -1.690], [-0.659, -3.263, -2.221], [-0.293, -2.310, -1.369], [0.532, -2.442, 0.502], [0.511, -4.960, 0.297], [-0.604, -5.474, -2.149], [-1.076, -3.027, -3.182]],
  "forces_ev_per_angstrom": [[-1.149, -1.251, -0.545], [-0.086, -0.659, 0.461], [0.333, 1.619, 0.441], [0.332, -0.325, -0.417], [-0.052, 0.228, 0.011], [0.011, -0.001, 0.032], [-0.069, -0.014, 0.061], [-0.044, -0.020, -0.042], [-0.057, -0.140, -0.169], [-0.592, 0.203, 0.686], [-0.029, 0.014, -0.178], [0.023, 0.283, 0.001], [0.013, -0.078, -0.003], [0.044, 0.047, -0.010], [-0.059, -0.109, -0.076], [-0.006, 0.209, 0.139], [0.467, -0.173, -0.306], [0.016, -0.003, -0.098], [-0.081, -0.068, 0.044], [0.086, 0.067, 0.032], [0.024, 0.025, 0.100], [-0.001, -0.086, -0.072], [-0.395, -0.527, -0.347], [-0.005, 0.137, 0.016], [-0.118, 0.072, -0.026], [0.125, -0.132, -0.006], [-0.011, -0.031, 0.039], [-0.087, -0.108, 0.154], [1.459, 0.698, -0.064], [-0.208, -0.145, -0.088], [-0.062, -0.020, -0.033], [0.083, 0.010, 0.056], [-0.078, 0.032, -0.033], [0.068, 0.070, -0.208], [-0.112, -0.117, 0.180], [-0.372, -0.168, 0.045], [-0.090, 0.099, -0.106], [0.054, -0.122, 0.113], [0.019, 0.003, 0.033], [0.039, -0.050, -0.041], [0.004, 0.149, -0.003], [0.057, 0.183, 0.211], [-0.285, -0.035, -0.114], [0.200, -0.119, -0.066], [-0.024, 0.121, -0.153], [-0.059, 0.041, -0.025], [-0.077, -0.025, 0.070], [0.013, -0.021, 0.040], [0.030, 0.014, 0.142], [0.044, -0.047, 0.082], [-0.062, -0.096, -0.003], [-0.072, 0.029, -0.033], [-0.095, -0.058, -0.003], [-0.023, -0.042, 0.019], [-0.018, -0.009, 0.050], [0.008, 0.037, 0.073], [0.047, 0.083, 0.013], [0.096, 0.037, -0.061], [-0.106, 0.174, 0.000], [0.015, 0.130, 0.090], [0.112, 0.024, 0.106], [0.062, -0.004, -0.001], [0.050, -0.035, 0.026], [0.061, -0.033, -0.018], [0.015, 0.058, -0.074], [-0.082, -0.008, -0.071], [0.120, 0.029, -0.104], [0.016, 0.066, 0.075], [-0.019, 0.001, 0.082], [0.015, -0.058, 0.040], [0.005, -0.066, -0.060], [0.033, -0.045, -0.059], [0.140, -0.080, 0.015], [0.156, -0.147, 0.143], [-0.059, -0.126, -0.600], [0.595, -0.114, 0.165], [-0.545, 0.561, 0.333], [0.007, 0.086, 0.044], [-0.060, 0.030, 0.021], [-0.034, -0.009, -0.012], [0.036, -0.014, -0.077], [-0.095, -0.011, 0.062], [0.205, 0.001, 0.037], [-0.070, -0.192, -0.047], [0.208, 0.009, 0.010], [0.009, -0.471, 0.035], [-0.043, 0.337, -0.163], [-0.047, 0.133, -0.099], [0.113, -0.149, 0.151], [-0.033, 0.396, 0.028], [-0.003, -0.024, -0.182], [0.066, -0.083, 0.233], [0.015, -0.206, -0.062], [-0.079, 0.131, -0.083]],
  "mulliken_charge": [0.01, -1.54, 1.78, -0.68, -0.42, -0.95, -0.91, -0.68, 0.92, 3.02, -0.59, -0.22, -0.85, -0.72, -0.56, -0.71, 0.32, -0.55, -0.86, -0.69, -1.00, 0.05, 0.16, -0.56, -0.98, -0.91, 0.06, -0.01, 1.45, 0.78, -0.26, -0.86, -0.66, -0.85, -0.55, -0.17, 0.21, -0.83, -0.78, -0.80, -0.37, 0.40, 0.32, 0.44, 0.40, 0.42, 0.48, 0.27, 0.55, 0.46, 0.43, 0.49, 0.11, 0.34, 0.45, 0.41, 0.50, -0.09, 0.45, 0.48, 0.46, 0.27, 0.26, 0.45, 0.41, 0.46, 0.22, 0.27, 0.52, 0.43, 0.48, 0.54, -0.70, -0.68, -0.59, 0.65, 0.05, 0.33, 0.32, 0.22, 0.42, 0.25, 0.28, -0.45, 0.42, 1.05, -0.34, -1.26, -0.93, 0.76, -0.67, 0.60, 0.48, 0.47]
}

{
  "formula": "C3H4F3P",
  "method": "ωB97M-V/def2-TZVPD",
  "homo_energy_ev": -9.31,
  "lumo_ev": 0.8,
  "total_charge": 0,
  "molar_mass_g_mol": 128.03,
  "spin_multiplicity": 1,
  "de_lowest_kcal_mol": 0.0,
  "gap_ev": 10.14,
  "symbols": ["F", "C", "F", "C", "F", "C", "P", "H", "H", "H", "H"],
  "xyz": [[-2.887, -0.206, 0.472], [-1.725, 0.279, -0.006], [-1.784, 1.588, -0.151], [-0.590, -0.397, -0.205], [-0.612, -1.705, 0.059], [0.851, 0.284, -0.748], [2.034, 0.052, 0.660], [0.693, 1.294, -0.879], [1.210, -0.212, -1.601], [1.622, -1.261, 0.776], [1.187, 0.283, 1.623]],
  "forces_ev_per_angstrom": [[1.171, 0.269, -0.474], [0.291, -0.506, 0.425], [-0.220, 0.252, -0.179], [1.132, 1.837, -1.386], [0.328, -0.281, -0.146], [-3.158, -2.686, 3.368], [2.163, -0.568, -2.057], [-0.507, 2.095, -0.657], [0.260, -0.579, -1.184], [0.497, -0.998, 0.061], [-1.956, 1.163, 2.229]],
  "nbo_charge": [-0.30, 0.63, -0.30, 0.24, -0.31, -0.68, 0.32, 0.23, 0.24, -0.02, -0.04]
}

{
  "formula": "C3H6N2S",
  "method": "ωB97M-V/def2-TZVPD",
  "homo_energy_ev": -8.51,
  "lumo_ev": 0.0,
  "total_charge": 0,
  "molar_mass_g_mol": 102.16,
  "spin_multiplicity": 1,
  "de_lowest_kcal_mol": 72.3,
  "gap_ev": 8.50,
  "symbols": ["C", "N", "C", "N", "C", "S", "H", "H", "H", "H", "H", "H"],
  "xyz": [[2.027, -1.157, -0.135], [2.307, 0.201, -0.057], [1.426, 0.980, 0.045], [-0.035, 0.899, 0.051], [-0.752, -0.117, 0.405], [-2.384, -0.231, -0.123], [2.843, -2.003, 0.139], [1.439, -1.449, -1.035], [1.254, -1.510, 0.699], [1.547, 2.141, -0.139], [-0.530, 1.732, -0.332], [-0.521, -1.149, 0.789]],
  "forces_ev_per_angstrom": [[-1.564, -5.696, 2.721], [4.453, -2.991, -0.210], [-5.289, 8.239, -1.002], [2.809, 0.939, 0.205], [-5.367, -3.543, -1.331], [1.430, 0.503, 0.933], [-1.112, 2.623, -1.293], [0.886, 0.277, 0.165], [1.654, 0.874, -1.415], [0.682, -2.115, 0.765], [0.464, -1.107, 0.431], [0.953, 1.997, 0.031]],
  "nbo_charge": [-0.46, -0.42, 0.33, -0.63, -0.05, -0.22, 0.22, 0.22, 0.17, 0.15, 0.43, 0.25]
}